The following is a DFT calculation (wB97M-V/def2-TZVPD) of C30H28MoN3O9PSSe2 as an isolated structure in a non-equilibrium geometry.

Each line ends with the Löwdin charge.
CARTESIAN COORDINATES (ANGSTROEM)
Mo 0.0128 0.2314 0.1603  1.062
O 4.3925 0.4875 5.7125  0.026
C 3.2199 0.1047 5.7289  -0.705
O 2.4885 -0.3712 6.6123  -0.001
C 2.5736 0.0384 4.3445  -0.051
C 2.0067 -1.1374 3.8580  0.024
C 1.3543 -1.1457 2.6536  -0.137
N 1.2322 -0.0389 1.8837  -0.094
C 1.8505 1.0896 2.3248  -0.170
C 2.5153 1.1655 3.5168  0.095
C 1.7964 2.2343 1.3575  -0.530
O 2.2935 3.3090 1.5399  0.146
O 1.1526 1.8760 0.2507  -0.236
H 2.0430 -2.0403 4.4508  0.136
H 0.8920 -2.0467 2.2792  0.050
H 3.0005 2.0897 3.7988  0.148
Se -2.0420 0.7413 1.3155  0.513
P -2.5478 -1.3109 2.1948  0.701
Se -0.3739 -1.9435 -0.0339  0.548
C -4.2923 -1.0839 2.6706  -0.452
C -4.7072 -0.6035 3.9125  -0.076
C -6.0576 -0.4521 4.1818  -0.069
C -7.0026 -0.7850 3.2199  -0.074
C -6.5989 -1.2722 1.9857  -0.078
C -5.2476 -1.4203 1.7121  -0.117
C -1.6811 -1.2841 3.7955  -0.494
C -1.2768 -0.1354 4.4760  -0.138
C -0.6259 -0.2375 5.6951  -0.065
C -0.3907 -1.4848 6.2581  -0.064
C -0.8015 -2.6319 5.5943  -0.065
C -1.4284 -2.5349 4.3591  -0.113
H -3.9748 -0.3600 4.6710  0.102
H -6.3752 -0.0796 5.1467  0.109
H -8.0567 -0.6727 3.4378  0.107
H -7.3343 -1.5454 1.2405  0.107
H -4.9300 -1.8094 0.7513  0.101
H -1.4508 0.8438 4.0457  0.070
H -0.2655 0.6487 6.2010  0.119
H 0.1512 -1.5497 7.1919  0.113
H -0.6139 -3.6066 6.0255  0.111
H -1.7246 -3.4365 3.8339  0.105
O -1.6465 3.1217 -0.5340  0.014
C -1.3437 2.4069 -1.4783  -0.605
O -0.8567 1.2274 -1.4570  -0.243
C -1.6654 2.9048 -2.9020  -0.141
N -2.2904 4.2645 -2.7024  0.093
C -3.7262 4.1985 -3.1566  -0.089
C -4.0423 2.7127 -3.0969  -0.134
C -2.7462 2.0732 -3.5932  -0.103
H -0.7452 2.9968 -3.4752  0.170
H -1.7704 5.0114 -3.1542  0.184
H -2.2191 4.3789 -1.6575  0.159
H -3.7653 4.5736 -4.1780  0.136
H -4.3320 4.8312 -2.5133  0.135
H -4.9038 2.4617 -3.7107  0.128
H -4.2544 2.4105 -2.0695  0.128
H -2.6593 2.1640 -4.6768  0.133
H -2.6520 1.0213 -3.3331  0.124
N 1.5023 -0.0387 -1.5621  -0.038
C 1.3157 -1.0819 -2.5549  -0.381
C 2.2347 -2.1134 -2.6494  -0.040
C 2.0197 -3.1379 -3.5622  -0.030
C 0.8988 -3.1178 -4.3743  -0.241
C -0.0183 -2.0800 -4.2730  -0.039
C 0.1828 -1.0605 -3.3616  -0.070
S 0.6185 -4.4058 -5.5905  0.391
O 1.0987 -3.8090 -6.8256  -0.348
O 1.4044 -5.5286 -5.1183  -0.353
O -0.8200 -4.6068 -5.5565  -0.360
H 2.4034 -0.1751 -1.1059  0.114
H 1.5470 0.8813 -1.9943  0.111
H 3.1097 -2.1262 -2.0087  0.115
H 2.7102 -3.9658 -3.6459  0.119
H -0.8976 -2.1012 -4.9029  0.119
H -0.5386 -0.2624 -3.2557  0.080

Properties
LUMO energy (alpha / beta)	-3.56 / -3.64	eV
energy above the lowest of the compared OMol25 structures with the same formula, charge and spin	2.4720	eV
strongest force on any atom	1.10	eV/A
Kohn-Sham gap (alpha / beta)	4.1 / 4.0	eV